19
Properties=species:S:1:pos:R:3:forces:R:3 method="wB97M-V/def2-TZVPD" smiles=CC1CC2(CC2)C1 e_homo_ev=-9.721 e_above_lowest_kcal_mol=32.27
C -2.584 0.094 0.081 0.02 0.00 0.17
C -1.157 -0.437 0.127 0.00 0.12 0.31
C -0.236 0.206 -0.932 0.03 0.04 -0.12
C 0.893 0.098 0.071 0.12 0.07 0.00
C 2.071 -0.791 -0.177 0.05 -0.21 0.01
C 2.251 0.697 0.018 0.10 0.23 0.03
C -0.105 -0.030 1.220 -0.07 0.09 0.10
H -2.995 0.003 -0.934 0.16 -0.11 0.19
H -2.585 1.166 0.311 -0.04 -0.12 0.07
H -3.277 -0.413 0.758 0.13 0.06 0.05
H -1.092 -1.520 0.177 -0.33 -0.25 -0.77
H -0.110 -0.247 -1.922 -0.05 -0.07 0.20
H -0.540 1.254 -1.065 0.03 -0.14 -0.02
H 2.188 -1.187 -1.184 -0.02 0.08 0.20
H 2.407 -1.463 0.609 -0.03 0.16 -0.06
H 2.498 1.310 -0.844 0.04 -0.12 0.12
H 2.687 1.030 0.956 -0.02 -0.03 -0.14
H -0.359 0.917 1.707 0.17 0.06 -0.12
H 0.160 -0.765 1.995 -0.29 0.14 -0.22

---

19
Properties=species:S:1:pos:R:3:forces:R:3 method="wB97M-V/def2-TZVPD" smiles="C[C@@H]1C=C[C@H](C)C1" e_homo_ev=-8.838 e_above_lowest_kcal_mol=16.79
C -2.093 -0.669 -0.064 0.02 -0.06 -0.02
C -1.132 0.516 0.010 0.02 -0.06 0.00
C -0.299 0.837 -1.233 0.37 -0.22 0.48
C 0.965 1.110 -0.886 -0.04 -0.06 -0.01
C 1.310 0.421 0.442 -0.50 0.30 -0.21
C 1.714 -0.988 -0.015 0.11 -0.36 -0.04
C -0.068 0.378 1.155 0.03 -0.03 -0.09
H -1.547 -1.620 -0.057 -0.12 0.12 -0.09
H -2.759 -0.660 0.808 0.12 -0.07 -0.18
H -2.717 -0.624 -0.965 0.09 -0.03 0.13
H -1.746 1.413 0.196 0.15 -0.22 -0.02
H -0.659 0.699 -2.260 -0.13 0.83 0.46
H 1.719 1.578 -1.518 -0.06 -0.50 -0.07
H 2.118 0.848 1.060 -0.40 0.09 -0.34
H 0.893 -1.431 -0.603 0.26 0.11 0.33
H 1.943 -1.650 0.827 0.05 0.09 -0.03
H 2.580 -0.952 -0.688 -0.06 -0.02 0.19
H -0.182 1.169 1.910 0.13 -0.09 -0.34
H -0.190 -0.574 1.692 -0.03 0.18 -0.16

---

Repeat the first record exactly.
19
Properties=species:S:1:pos:R:3:forces:R:3 method="wB97M-V/def2-TZVPD" smiles=CC1CC2(CC2)C1 e_homo_ev=-9.721 e_above_lowest_kcal_mol=32.27
C -2.584 0.094 0.081 0.02 0.00 0.17
C -1.157 -0.437 0.127 0.00 0.12 0.31
C -0.236 0.206 -0.932 0.03 0.04 -0.12
C 0.893 0.098 0.071 0.12 0.07 0.00
C 2.071 -0.791 -0.177 0.05 -0.21 0.01
C 2.251 0.697 0.018 0.10 0.23 0.03
C -0.105 -0.030 1.220 -0.07 0.09 0.10
H -2.995 0.003 -0.934 0.16 -0.11 0.19
H -2.585 1.166 0.311 -0.04 -0.12 0.07
H -3.277 -0.413 0.758 0.13 0.06 0.05
H -1.092 -1.520 0.177 -0.33 -0.25 -0.77
H -0.110 -0.247 -1.922 -0.05 -0.07 0.20
H -0.540 1.254 -1.065 0.03 -0.14 -0.02
H 2.188 -1.187 -1.184 -0.02 0.08 0.20
H 2.407 -1.463 0.609 -0.03 0.16 -0.06
H 2.498 1.310 -0.844 0.04 -0.12 0.12
H 2.687 1.030 0.956 -0.02 -0.03 -0.14
H -0.359 0.917 1.707 0.17 0.06 -0.12
H 0.160 -0.765 1.995 -0.29 0.14 -0.22

---

Please write out number 1 again, unchanged.
19
Properties=species:S:1:pos:R:3:forces:R:3 method="wB97M-V/def2-TZVPD" smiles=CC1CC2(CC2)C1 e_homo_ev=-9.721 e_above_lowest_kcal_mol=32.27
C -2.584 0.094 0.081 0.02 0.00 0.17
C -1.157 -0.437 0.127 0.00 0.12 0.31
C -0.236 0.206 -0.932 0.03 0.04 -0.12
C 0.893 0.098 0.071 0.12 0.07 0.00
C 2.071 -0.791 -0.177 0.05 -0.21 0.01
C 2.251 0.697 0.018 0.10 0.23 0.03
C -0.105 -0.030 1.220 -0.07 0.09 0.10
H -2.995 0.003 -0.934 0.16 -0.11 0.19
H -2.585 1.166 0.311 -0.04 -0.12 0.07
H -3.277 -0.413 0.758 0.13 0.06 0.05
H -1.092 -1.520 0.177 -0.33 -0.25 -0.77
H -0.110 -0.247 -1.922 -0.05 -0.07 0.20
H -0.540 1.254 -1.065 0.03 -0.14 -0.02
H 2.188 -1.187 -1.184 -0.02 0.08 0.20
H 2.407 -1.463 0.609 -0.03 0.16 -0.06
H 2.498 1.310 -0.844 0.04 -0.12 0.12
H 2.687 1.030 0.956 -0.02 -0.03 -0.14
H -0.359 0.917 1.707 0.17 0.06 -0.12
H 0.160 -0.765 1.995 -0.29 0.14 -0.22